[1]
The following is a DFT calculation (ωB97M-V/def2-TZVPD) of a molecular structure, C50H49N7O2STeTi.

ΔE to the lowest compared entry with this formula, charge and spin   0.0000 eV
HOMO (spin up / spin down)   -0.3522 / -0.3609 hartree
Strongest force on any atom   0.98 eV Å⁻¹
LUMO (spin up / spin down)   -2.8 / -3.0 eV
Multiplicity   2
⟨S²⟩   0.754
Kohn-Sham gap (spin up / spin down)   6.7 / 6.9 eV
Total charge   +1

XYZ file:
```
111
Properties=species:S:1:pos:R:3:forces:R:3
Ti -1.472299 -0.601064 -1.430662 -0.6 -0.2 0.7
N -1.289402 -1.272583 2.970280 -0.1 0.0 -0.1
C -1.832447 -1.230150 1.712178 0.0 -0.2 -0.1
S -2.190282 0.333206 1.030897 -0.1 -0.7 -0.4
N -2.033140 -2.351079 1.102503 0.0 0.0 0.1
N -2.487254 -2.179294 -0.202757 0.1 0.2 -0.3
C -3.426984 -2.977268 -0.548862 0.0 0.0 0.0
C -4.018322 -3.037184 -1.865924 0.0 0.0 0.0
C -4.892025 -4.092395 -2.158394 0.0 0.0 0.0
C -5.476376 -4.215844 -3.399317 0.0 0.0 0.0
C -5.205011 -3.249924 -4.371712 0.0 0.0 0.0
C -4.362473 -2.192833 -4.100984 0.0 0.1 0.0
C -3.744222 -2.067623 -2.848962 0.0 -0.1 -0.1
O -2.922983 -1.060377 -2.621057 0.2 0.1 0.1
H -1.366010 -2.158877 3.446265 0.0 0.0 0.0
H -1.425266 -0.450852 3.535520 0.0 0.0 0.1
H -3.790430 -3.679173 0.201536 0.0 0.0 0.0
H -5.101070 -4.822460 -1.383973 0.0 0.0 0.0
H -6.144602 -5.038303 -3.613004 0.0 0.0 0.0
H -5.666586 -3.327473 -5.348115 0.0 0.0 0.0
H -4.152499 -1.436596 -4.846923 0.0 0.0 0.0
C -1.142619 -4.865420 -0.993739 0.1 0.0 0.0
C -1.119885 -4.296586 -2.380822 0.0 0.0 0.0
C -1.583230 -5.063305 -3.455194 0.0 0.0 0.0
C -1.455994 -4.586126 -4.740913 0.0 0.0 0.0
C -0.829747 -3.361633 -4.940993 0.0 0.0 0.0
C -0.426197 -2.655352 -3.825367 0.0 0.0 0.0
N -0.599560 -3.083618 -2.569025 0.0 0.0 0.0
C 0.277921 -1.353132 -3.954421 -0.1 0.0 0.0
C 1.322973 -1.181339 -4.853438 0.0 0.0 0.0
C 1.984781 0.032277 -4.880735 0.0 0.0 0.0
C 1.557608 1.058104 -4.054731 0.0 0.1 0.0
C 0.479820 0.830124 -3.213732 0.1 -0.1 -0.1
N -0.111978 -0.369237 -3.143605 0.1 0.1 -0.1
C -0.180821 1.905567 -2.437382 -0.1 0.1 0.1
C 0.319982 3.190793 -2.340898 0.1 0.0 0.0
C -0.462118 4.163367 -1.733159 0.0 0.0 0.0
C -1.732880 3.838074 -1.307565 0.0 0.0 0.0
C -2.186574 2.524493 -1.435374 0.0 0.0 0.0
C -3.607493 2.180420 -1.112056 0.0 0.0 0.0
N -1.382959 1.571174 -1.921843 0.0 0.1 -0.1
H -0.405092 -5.668649 -0.929903 0.0 0.0 0.0
H -0.897320 -4.118599 -0.242976 0.0 0.0 0.0
H -2.117539 -5.302467 -0.770612 0.0 0.0 0.0
H -2.039876 -6.025154 -3.262766 0.0 0.0 0.0
H -1.825688 -5.159178 -5.580805 0.0 0.0 0.0
H -0.685042 -2.957933 -5.933990 0.0 0.0 0.0
H 1.621369 -1.999264 -5.493628 0.0 0.0 0.0
H 2.819538 0.184895 -5.551780 0.0 0.0 0.0
H 2.040127 2.023358 -4.093497 0.0 0.0 0.0
H 1.295191 3.442276 -2.731311 0.0 0.0 0.0
H -0.088928 5.174569 -1.632955 0.0 0.0 0.0
H -2.392962 4.587368 -0.891711 0.0 0.0 0.0
H -4.255251 2.722942 -1.804407 0.0 0.0 0.0
H -3.800240 1.117039 -1.222063 0.0 0.0 0.0
H -3.868921 2.484969 -0.098889 0.0 0.0 0.0
C 5.983605 5.114967 1.231916 0.0 0.0 0.0
C 4.719309 4.311438 1.110237 0.0 0.0 0.0
C 4.723863 3.035467 0.569744 0.0 0.0 -0.1
C 3.566693 2.265787 0.473570 0.0 0.1 0.0
C 3.664842 0.919865 -0.195414 0.1 0.0 -0.1
C 2.378623 2.800990 0.977929 0.2 -0.2 0.2
Te 0.591790 1.645271 1.100548 -0.2 0.3 0.0
N 0.299595 -0.458094 -0.441914 0.2 -0.4 -0.3
C 1.066902 -0.916386 0.423577 -0.2 0.2 0.3
O 1.505190 -0.053143 1.432652 0.0 0.0 0.0
C 1.632007 -2.273660 0.597493 0.1 0.0 -0.1
C 1.790347 -2.838090 1.859592 0.0 0.0 0.0
C 2.326270 -4.110185 1.980814 0.0 0.0 0.0
C 2.731275 -4.808075 0.850002 0.0 0.0 0.0
C 2.593922 -4.235355 -0.406956 0.0 0.0 0.0
C 2.037009 -2.972514 -0.534004 0.0 0.0 0.0
C 0.240109 1.836883 3.179187 0.1 0.1 0.0
C 1.169076 1.426218 4.145615 0.0 0.0 -0.1
C 2.588313 0.999395 3.868703 0.0 0.0 0.0
C 0.765129 1.426029 5.477505 0.0 0.0 0.0
C -0.504649 1.820034 5.871294 0.0 0.0 0.0
C -0.915396 1.801088 7.316711 0.0 0.0 0.0
C -1.385395 2.262915 4.893104 -0.1 0.0 0.0
C -1.037037 2.292636 3.550243 0.0 0.1 -0.1
C -2.036834 2.904798 2.598140 0.0 0.3 0.1
C 2.325237 4.119207 1.456850 0.0 -0.1 -0.1
C 1.036799 4.788495 1.866894 0.0 -0.1 0.0
C 3.501959 4.848714 1.516622 0.0 0.0 0.0
H 6.821057 4.614171 0.749563 0.0 0.0 0.0
H 6.240139 5.267619 2.281446 0.0 0.0 0.0
H 5.864240 6.099999 0.779613 0.0 0.0 0.0
H 5.653852 2.621000 0.195453 0.0 0.0 0.0
H 4.340554 0.992025 -1.049171 0.0 0.0 0.0
H 2.706711 0.569717 -0.575992 0.1 0.0 -0.1
H 4.062096 0.157512 0.477796 -0.1 0.0 0.0
H 1.474992 -2.281336 2.732103 0.0 0.0 0.0
H 2.435441 -4.557458 2.960131 0.0 0.0 0.0
H 3.159978 -5.796678 0.951097 0.0 0.0 0.0
H 2.918307 -4.773653 -1.288691 0.0 0.0 0.0
H 1.907554 -2.516926 -1.505952 0.0 0.0 0.0
H 2.925286 1.236387 2.866360 0.0 0.0 0.0
H 2.695546 -0.077642 4.005811 0.0 0.0 0.0
H 3.255758 1.491733 4.576949 0.0 0.0 0.0
H 1.477446 1.105219 6.230004 0.0 0.0 0.0
H -0.145391 1.353158 7.941986 0.0 0.0 0.0
H -1.838462 1.236157 7.451055 0.0 0.0 0.0
H -1.099045 2.814768 7.676238 0.0 0.0 0.0
H -2.372705 2.608178 5.182012 0.0 0.0 0.0
H -2.056695 3.988313 2.740625 0.0 0.0 0.0
H -3.037721 2.524231 2.798599 0.0 0.0 0.0
H -1.828392 2.701564 1.549463 0.0 0.2 0.1
H 0.170944 4.380284 1.336794 0.0 0.0 0.0
H 1.079273 5.851055 1.627663 0.0 0.0 0.0
H 0.843349 4.688918 2.935349 0.0 0.0 0.0
H 3.466639 5.870265 1.880750 0.0 0.0 0.0
```
Positions in Å, forces in eV/Å.

[2]
The following is a DFT calculation (ωB97M-V/def2-TZVPD) of a molecular structure, C50H50AsCl2N4O2P3Sc at a distorted geometry.

HOMO   -0.3594 hartree
Strongest force on any atom   1.33 eV Å⁻¹
LUMO   -2.9 eV
Kohn-Sham gap   6.9 eV
Total charge   +1

XYZ file:
```
113
Properties=species:S:1:pos:R:3:forces:R:3
Sc 0.317955 -0.200204 0.110467 -0.2 -0.3 -0.2
Cl 0.744113 -1.350140 6.880987 -0.2 0.1 0.2
C 1.127918 -1.248062 5.207588 0.3 -0.2 -0.1
C 0.340712 -0.463813 4.378471 0.0 0.1 -0.2
C 0.635789 -0.367718 3.022422 0.7 -0.5 0.6
N -0.102471 0.342093 2.078798 0.1 0.4 -0.3
C -0.974466 1.312422 2.408457 -0.1 0.3 0.1
O -1.135651 1.863251 3.487013 0.0 -0.1 -0.2
C -1.886826 1.663404 1.248399 -0.4 0.3 0.1
C -2.892372 2.599135 1.463254 0.2 -0.1 0.0
C -3.842633 2.807186 0.484057 0.1 -0.1 -0.1
C -3.772915 2.046663 -0.674796 0.0 0.0 0.2
C -2.729363 1.154108 -0.820628 0.0 -0.1 -0.3
N -1.779728 0.973321 0.098996 0.2 0.4 0.6
C 1.774796 -1.048659 2.511237 -0.4 0.1 0.8
C 2.562133 -1.821295 3.355740 -0.1 0.0 0.0
C 2.231900 -1.929599 4.699050 -0.3 0.2 0.1
Cl 3.224905 -2.874273 5.739054 0.1 -0.1 0.0
N 2.064968 -0.736701 1.183303 -0.2 -0.1 -0.1
C 3.355552 -0.502581 0.844206 -0.1 -0.3 0.0
O 4.369767 -1.021185 1.277828 -0.1 0.3 -0.2
C 3.396004 0.654540 -0.110775 -0.3 0.6 0.0
C 4.610042 1.441673 -0.374732 0.3 0.1 0.0
C 5.002154 1.833248 -1.788816 0.1 0.0 -0.2
C 4.093259 2.713789 -1.016747 0.0 -0.1 0.0
C 2.684588 2.298795 -1.426093 -0.2 0.2 -0.3
N 2.303269 1.181998 -0.544813 0.1 -0.5 0.8
H -0.467522 0.111446 4.800103 0.0 0.0 0.0
H -2.901484 3.122513 2.406291 0.0 0.0 0.1
H -4.629274 3.529299 0.627825 -0.1 0.1 0.0
H -4.519733 2.142617 -1.443658 -0.1 0.0 -0.2
H -2.654220 0.540245 -1.713557 0.0 0.1 0.0
H 3.453645 -2.297426 2.981851 0.0 -0.1 0.0
H 5.393546 1.398071 0.367682 0.0 0.1 0.0
H 6.046749 2.075131 -1.916142 0.1 0.1 0.1
H 4.313158 3.715811 -0.686380 0.1 0.0 0.1
H 1.951584 3.102798 -1.401655 0.2 -0.1 0.0
C -2.834583 -1.220898 2.872796 0.3 0.3 -0.2
P -2.089813 -1.637382 1.251761 -0.3 -1.2 0.2
C -3.665170 -2.014918 0.360892 0.4 0.2 0.0
C -1.484148 -3.342574 1.644624 -0.1 0.2 -0.1
C -0.960483 -3.983719 0.368349 0.0 0.2 0.0
P 0.404894 -2.994829 -0.418091 0.1 -1.1 -0.1
C 1.865097 -3.792640 0.355428 -0.1 0.2 -0.1
C 0.361817 -3.878714 -2.031077 0.0 0.4 0.1
H -3.527079 -2.011705 3.159660 0.0 0.0 0.0
H -3.374531 -0.278845 2.787653 -0.1 0.0 0.1
H -2.061313 -1.117660 3.630766 0.0 0.0 0.0
H -4.219516 -2.809014 0.858901 0.0 0.0 0.0
H -3.474897 -2.289841 -0.674244 -0.1 0.0 -0.1
H -4.268116 -1.107511 0.370023 -0.1 0.0 -0.1
H -2.288701 -3.942401 2.081266 0.1 0.0 0.0
H -0.684299 -3.244910 2.387786 -0.1 0.0 0.0
H -1.770095 -4.051722 -0.366745 0.1 -0.1 0.0
H -0.591579 -4.998732 0.557030 0.0 0.1 -0.1
H 1.888109 -4.852453 0.092062 0.0 0.1 0.1
H 1.807048 -3.681078 1.439288 0.0 0.0 0.0
H 2.781224 -3.308051 0.014797 0.0 0.0 0.0
H 0.271962 -4.948712 -1.848706 0.0 0.0 0.0
H 1.265451 -3.693418 -2.604800 0.1 0.0 -0.1
H -0.502137 -3.539709 -2.601116 0.0 0.0 -0.1
C -0.268612 0.073400 -4.486941 -0.2 -0.2 0.2
C -1.590807 -0.512183 -4.929379 0.0 -0.1 -0.2
As -1.513232 -1.067212 -6.876677 0.0 0.2 0.2
C -0.777683 0.659921 -7.469502 -0.1 -0.1 0.0
C 0.573830 0.980038 -7.508558 0.1 -0.2 0.0
C 0.985811 2.256017 -7.853866 0.1 0.0 0.0
C 0.051056 3.231156 -8.161191 0.0 0.1 0.0
C -1.299219 2.921777 -8.136549 0.0 0.1 0.0
C -1.705880 1.644495 -7.793448 -0.2 -0.3 0.1
C 0.152394 -2.108464 -6.865443 -0.1 0.1 0.0
C 0.589658 -2.805648 -5.745474 -0.2 0.0 0.0
C 1.801243 -3.473196 -5.752245 0.1 -0.1 0.1
C 2.588653 -3.471055 -6.888883 0.1 -0.1 0.0
C 2.130568 -2.846575 -8.036685 0.1 0.0 0.0
C 0.918729 -2.178728 -8.027219 -0.2 0.1 -0.1
P 0.003597 0.543828 -2.698285 0.6 0.4 -1.1
C 1.843877 0.463490 -2.874354 -0.2 -0.5 0.1
C 2.791744 1.633439 -2.832571 -0.2 0.0 -0.1
C 4.290716 1.227395 -2.988638 0.0 0.0 0.0
C 4.596534 -0.235549 -3.044127 -0.2 -0.1 0.0
C 3.660283 -1.179477 -2.964420 0.6 0.1 -0.1
C 2.274909 -0.810691 -2.889548 -0.7 0.6 -0.2
C -0.479028 2.315152 -2.654013 0.0 -0.2 0.3
C -0.340669 2.960198 -1.421123 0.1 0.0 -0.1
C -0.739511 4.270764 -1.247452 0.1 0.0 0.1
C -1.328882 4.952961 -2.301502 0.0 -0.1 0.0
C -1.515174 4.313075 -3.514118 0.0 0.1 0.0
C -1.097445 3.003434 -3.694553 0.1 -0.2 0.0
H -0.037464 0.972740 -5.068791 0.1 -0.2 0.2
H 0.520939 -0.652059 -4.706846 -0.1 0.3 0.2
H -2.410350 0.207410 -4.849820 0.0 -0.1 -0.1
H -1.869625 -1.388506 -4.336062 0.0 0.0 -0.1
H 1.314863 0.225821 -7.273301 0.0 0.0 0.0
H 2.041208 2.487897 -7.884305 0.1 0.0 0.0
H 0.375366 4.225833 -8.428021 0.0 0.1 0.0
H -2.032168 3.672935 -8.393520 -0.1 0.0 0.0
H -2.761601 1.393673 -7.777515 0.0 0.1 -0.1
H -0.032606 -2.835802 -4.859091 0.0 0.0 0.1
H 2.134054 -4.001385 -4.870941 0.0 -0.1 0.1
H 3.545168 -3.970529 -6.884878 0.1 -0.1 0.0
H 2.725473 -2.879783 -8.937354 0.0 0.0 -0.1
H 0.565582 -1.699732 -8.934385 0.1 0.1 0.0
H 2.514418 2.366025 -3.599098 0.0 -0.1 0.1
H 4.701770 1.698229 -3.889391 0.0 0.0 0.1
H 5.645249 -0.484874 -3.110595 0.1 -0.1 0.0
H 3.916426 -2.227064 -2.960813 0.1 -0.1 0.0
H 1.536945 -1.605006 -2.884133 0.0 -0.1 0.0
H 0.081789 2.415012 -0.575770 0.0 0.3 -0.2
H -0.598402 4.755729 -0.291334 0.0 0.0 0.1
H -1.653169 5.972024 -2.166031 0.0 0.1 0.0
H -1.986614 4.838379 -4.330884 0.0 0.0 -0.1
H -1.272205 2.536492 -4.651940 0.0 -0.1 -0.1
```
Positions in Å, forces in eV/Å.

Q: total charge of number 1 (C50H49N7O2STeTi)?
A: +1